Record 1
15
Properties=species:S:1:pos:R:3 method="wB97M-V/def2-TZVPD" molar_mass_g_mol=100.12 max_force_ev_per_a=0.4 gap_ha=0.36714
C 0.831 0.447 -1.823
C 0.001 -0.314 -0.816
O 0.698 -1.375 -0.126
C -0.107 -1.150 1.024
C 0.284 0.111 1.718
C -0.609 0.165 0.500
O -1.886 0.687 0.541
H 1.689 0.974 -1.397
H 1.199 -0.267 -2.570
H 0.191 1.160 -2.353
H -0.848 -0.768 -1.348
H -0.626 -1.997 1.458
H -0.301 0.254 2.627
H 1.315 0.454 1.780
H -1.831 1.619 0.786

=====

Record 2
21
Properties=species:S:1:pos:R:3 method="wB97M-V/def2-TZVPD" smiles=CN[C@H](C)CSS.O molar_mass_g_mol=155.29 max_force_ev_per_a=5.7 gap_ha=0.33712
C 1.006 -0.686 -1.883
N 0.936 -1.367 -0.648
C 0.252 -0.832 0.630
C -1.190 -0.523 0.170
C 0.973 0.468 1.118
S 1.205 0.971 2.857
S -0.404 0.571 3.990
H 1.418 -1.407 -2.686
H 1.735 0.194 -1.966
H 0.016 -0.284 -2.228
H 1.793 -1.870 -0.356
H 0.322 -1.747 1.353
H -1.272 0.474 0.046
H -1.924 -1.059 0.718
H -1.366 -1.199 -0.761
H 1.954 0.706 0.686
H 0.369 1.299 0.702
H -0.352 -0.712 4.065
O -1.953 2.631 -1.699
H -1.964 1.700 -1.497
H -1.554 2.671 -2.613

=====

Record 3
84
Properties=species:S:1:pos:R:3 method="wB97M-V/def2-TZVPD" total_charge=+1 molar_mass_g_mol=722.84 max_force_ev_per_a=2.6 gap_ha="0.18780 / 0.18782"
O -1.810 2.014 0.682
O -0.229 0.564 -3.766
C -3.017 1.343 0.174
C -4.163 1.595 1.129
H -2.788 0.263 0.116
H -3.239 1.696 -0.836
H -3.979 1.155 2.114
H -5.070 1.131 0.724
H -4.345 2.666 1.259
C -1.248 3.141 -0.054
C -2.036 3.618 -1.245
H -0.234 2.854 -0.383
H -1.109 3.944 0.692
H -2.139 2.866 -2.039
H -1.508 4.465 -1.692
H -3.024 3.989 -0.959
C 0.959 1.518 -4.016
C -1.263 0.271 -4.833
C 0.507 2.954 -3.949
H 1.336 1.234 -5.002
H 1.670 1.271 -3.237
H -0.106 3.262 -4.795
H 1.389 3.603 -3.958
H -0.028 3.169 -3.018
C -1.567 1.478 -5.675
H -2.103 -0.078 -4.249
H -0.843 -0.550 -5.422
H -1.934 2.312 -5.074
H -2.389 1.236 -6.358
H -0.720 1.803 -6.285
H -0.014 -0.342 -3.346
Bi 0.022 0.289 1.054
C -0.911 -1.801 -1.743
Si -0.230 -3.516 -1.667
H -1.782 -1.548 -1.120
H -0.668 -0.957 -2.361
C -1.506 -4.589 -2.556
C 0.157 -4.413 -0.053
C 1.363 -3.439 -2.664
C -0.064 1.313 3.013
Si 1.295 2.596 2.928
H 0.125 0.511 3.744
H -1.092 1.691 3.100
C 0.539 4.295 3.125
C 2.321 2.667 1.362
C 2.388 2.109 4.363
H 1.414 -2.493 -3.220
H 1.388 -4.264 -3.390
H 2.250 -3.508 -2.019
H -2.439 -4.658 -1.978
H -1.121 -5.600 -2.744
H -1.741 -4.116 -3.521
H -0.629 -4.333 0.709
H 1.086 -4.068 0.423
H 0.291 -5.491 -0.246
H 2.158 3.619 0.839
H 2.149 1.859 0.634
H 3.384 2.618 1.641
H 3.223 2.809 4.490
H 2.788 1.096 4.219
H 1.787 2.114 5.283
H 1.261 4.968 3.607
H -0.345 4.237 3.770
H 0.240 4.736 2.165
F 5.586 -0.759 0.848
C 4.370 -1.199 1.329
C 3.221 -0.587 0.821
C 1.999 -0.927 1.399
C 1.889 -1.946 2.357
C 3.102 -2.553 2.768
F 3.088 -3.602 3.663
C 4.356 -2.186 2.293
C 0.557 -2.341 2.839
C 0.290 -3.364 3.748
C -1.013 -3.698 4.086
C -2.058 -2.978 3.511
C -1.774 -1.960 2.615
N -0.495 -1.646 2.289
H 3.312 0.158 0.039
H 5.274 -2.652 2.648
H 1.139 -3.875 4.179
H -1.231 -4.492 4.801
H -3.100 -3.188 3.739
H -2.569 -1.379 2.139

=====

Record 4
19
Properties=species:S:1:pos:R:3 method="wB97M-V/def2-TZVPD" total_charge=+2 molar_mass_g_mol=139.16 max_force_ev_per_a=7.1 gap_ha="0.26635 / 0.26631"
C -0.175 2.542 -0.073
C -0.393 1.523 -1.151
N -0.163 0.292 -1.284
N 0.194 -0.591 -0.303
C 1.689 -0.593 -0.504
C -0.529 -1.489 0.111
N -1.210 -2.483 0.109
C -1.938 -3.128 1.193
N -1.603 -2.556 2.378
N -1.354 -1.722 3.087
H 0.115 2.001 0.833
H -1.162 3.106 0.129
H 0.670 3.158 -0.343
H -0.702 2.203 -2.025
H 2.016 -1.163 0.339
H 2.038 0.463 -0.353
H 2.016 -1.056 -1.534
H -3.019 -2.934 0.820
H -1.663 -4.310 1.155

=====

Record 5
86
Properties=species:S:1:pos:R:3 method="wB97M-V/def2-TZVPD" multiplicity=4 total_charge=+2 molar_mass_g_mol=710.91 s2=3.81 max_force_ev_per_a=1.9 gap_ha="0.25674 / 0.24219"
V 0.208 -0.057 2.239
N -1.503 -3.520 1.391
C -0.408 -3.050 2.008
N 0.035 -1.845 2.063
C -1.252 0.541 0.795
N -1.161 1.840 0.777
N -0.095 2.161 1.713
C -0.501 2.082 2.927
C 0.545 1.947 3.996
C 1.289 2.991 4.490
C 2.227 2.666 5.466
C 2.373 1.339 5.855
C 1.611 0.358 5.244
N 0.691 0.657 4.320
C -2.086 -0.413 0.025
C -3.252 0.011 -0.824
C -4.050 -0.921 -1.348
C -3.844 -2.379 -1.289
C -3.209 -3.174 -0.412
C -2.731 -2.805 0.965
H -1.627 -4.517 1.488
H 0.183 -3.849 2.463
H -1.558 1.996 3.189
H 1.143 4.000 4.132
H 2.842 3.434 5.915
H 3.088 1.060 6.615
H 1.726 -0.687 5.497
H -3.439 1.050 -1.053
H -4.869 -0.601 -1.982
H -4.272 -2.895 -2.143
H -3.187 -4.234 -0.649
C 3.053 -2.732 2.763
N 3.302 -2.261 1.417
C 4.011 -3.109 0.449
C 4.245 -2.167 -0.747
N 3.675 -0.913 -0.255
C 3.191 -1.014 0.977
S 2.607 0.364 1.837
H 2.595 -3.720 2.718
H 2.381 -2.042 3.262
H 3.989 -2.809 3.319
H 3.398 -3.971 0.189
H 4.943 -3.468 0.888
H 3.719 -2.502 -1.639
H 5.300 -2.047 -0.985
H 3.744 -0.015 -0.709
C 2.093 -0.561 -4.530
Si 1.170 0.973 -3.980
C -0.322 1.289 -5.055
C 2.277 2.470 -4.075
As 0.814 0.749 -1.629
Si -0.786 -1.001 -1.390
C -2.689 -1.318 1.162
C -1.677 -1.289 -3.002
C 0.269 -2.529 -1.146
Si -2.023 3.296 -0.024
C -3.670 3.355 0.823
C -2.124 3.001 -1.856
C -0.920 4.714 0.400
H 2.280 -0.510 -5.606
H 1.542 -1.483 -4.339
H 3.063 -0.637 -4.035
H 0.061 1.493 -6.059
H -0.874 2.175 -4.737
H -1.011 0.456 -5.134
H 2.753 2.515 -5.058
H 3.068 2.463 -3.324
H 1.702 3.389 -3.948
H -3.730 -1.005 1.245
H -2.255 -1.098 2.137
H -3.497 -3.174 1.659
H -2.317 -0.472 -3.323
H -2.260 -2.209 -2.982
H -0.888 -1.417 -3.744
H 1.015 -2.439 -0.362
H 0.789 -2.650 -2.102
H -0.333 -3.422 -0.989
H -4.162 2.381 0.841
H -4.330 4.045 0.291
H -3.589 3.715 1.851
H -1.636 2.075 -2.168
H -1.619 3.818 -2.375
H -3.157 2.971 -2.205
H -0.759 4.840 1.470
H -1.390 5.630 0.033
H 0.051 4.619 -0.089

=====

Record 6
198
Properties=species:S:1:pos:R:3 method="wB97M-V/def2-TZVPD" smiles="CC1(C)CCCC(C)(C)N1O.CC1(C)CCCC(C)(C)N1O.CC1(C)CCCC(C)(C)N1O.CC1(C)CCCC(C)(C)N1O.CC1(C)CCCC(C)(C)N1O.O=C1CCCO1.O=C1CCCO1.O=C1CCCO1.O=C1CCCO1" molar_mass_g_mol=1130.65 max_force_ev_per_a=4.5 gap_ha=0.30030
C 6.767 0.944 -4.141
C 6.770 -0.506 -3.544
C 6.196 -1.514 -4.535
C 8.251 -0.882 -3.418
C 8.981 -0.371 -2.146
C 8.233 -1.037 -0.963
C 6.752 -0.582 -0.914
C 6.056 -1.524 0.020
C 6.646 0.862 -0.389
N 6.051 -0.786 -2.223
O 4.735 -0.401 -2.221
H 7.689 1.090 -4.704
H 5.977 0.985 -4.891
H 6.668 1.811 -3.489
H 5.109 -1.437 -4.506
H 6.522 -1.310 -5.554
H 6.467 -2.508 -4.180
H 8.419 -1.949 -3.561
H 8.958 -0.445 -4.124
H 9.944 -0.880 -2.099
H 8.934 0.718 -2.148
H 8.748 -0.674 -0.074
H 8.330 -2.117 -0.857
H 5.141 -1.114 0.448
H 6.606 -1.825 0.911
H 5.802 -2.475 -0.450
H 7.204 1.592 -0.975
H 7.058 0.957 0.615
H 5.615 1.214 -0.355
H 4.267 -1.220 -2.042
C -7.821 -3.073 2.040
C -8.326 -2.656 0.575
C -9.041 -1.356 0.651
C -7.038 -2.488 -0.352
C -6.359 -3.791 -0.835
C -7.457 -4.567 -1.619
C -8.684 -4.906 -0.766
C -9.870 -5.220 -1.789
C -8.253 -6.148 0.066
N -9.159 -3.732 0.043
O -10.253 -4.108 0.858
H -8.572 -3.497 2.706
H -7.116 -3.903 2.087
H -7.304 -2.249 2.531
H -8.399 -0.606 1.113
H -9.424 -1.055 -0.324
H -9.891 -1.583 1.294
H -7.282 -1.749 -1.116
H -6.245 -2.081 0.275
H -5.517 -3.618 -1.504
H -6.067 -4.281 0.094
H -7.089 -5.531 -1.971
H -7.805 -4.150 -2.565
H -10.816 -5.407 -1.280
H -9.605 -6.049 -2.445
H -10.125 -4.262 -2.242
H -7.508 -5.858 0.808
H -7.735 -6.936 -0.480
H -9.081 -6.628 0.588
H -10.996 -3.685 0.422
C 0.562 -7.870 -8.749
C 0.691 -7.042 -7.434
C 1.601 -5.803 -7.785
C -0.711 -6.621 -7.077
C -1.014 -6.333 -5.625
C -0.295 -7.375 -4.737
C 1.185 -7.627 -4.969
C 1.937 -6.389 -4.513
C 1.587 -8.893 -4.174
N 1.342 -7.915 -6.421
O 2.566 -8.440 -6.808
H 1.564 -8.184 -9.042
H 0.041 -8.819 -8.620
H 0.247 -7.283 -9.612
H 1.433 -5.354 -8.763
H 1.510 -5.033 -7.019
H 2.637 -6.139 -7.836
H -0.770 -5.661 -7.591
H -1.472 -7.309 -7.445
H -0.855 -5.287 -5.362
H -2.074 -6.480 -5.420
H -0.763 -8.321 -5.010
H -0.496 -7.230 -3.676
H 2.982 -6.376 -4.821
H 1.921 -6.244 -3.432
H 1.497 -5.441 -4.824
H 1.402 -8.895 -3.100
H 2.677 -8.886 -4.202
H 1.299 -9.891 -4.506
H 2.448 -9.390 -6.734
C -0.881 11.167 -2.324
C 0.033 10.147 -2.933
C 0.034 10.297 -4.450
C 1.408 10.476 -2.418
C 1.808 9.968 -1.073
C 1.566 8.462 -0.962
C 0.100 8.055 -1.390
C 0.177 6.566 -1.593
C -0.937 8.359 -0.283
N -0.306 8.733 -2.660
O -1.559 8.300 -3.163
H -0.539 12.190 -2.481
H -1.888 11.088 -2.736
H -0.937 11.006 -1.248
H 0.355 11.307 -4.701
H 0.734 9.567 -4.857
H -0.857 10.110 -5.050
H 2.162 10.269 -3.177
H 1.425 11.531 -2.144
H 2.856 10.159 -0.845
H 1.253 10.352 -0.218
H 1.731 8.226 0.089
H 2.287 8.012 -1.644
H 0.737 6.050 -0.813
H 0.819 6.304 -2.434
H -0.792 6.159 -1.883
H -0.898 9.429 -0.079
H -0.649 7.885 0.656
H -1.968 8.113 -0.538
H -1.290 7.558 -3.710
C 5.151 8.091 7.448
C 5.060 6.894 6.485
C 5.089 7.446 5.033
C 6.356 6.105 6.852
C 6.276 4.749 6.076
C 5.056 3.924 6.400
C 3.743 4.714 6.240
C 3.292 4.742 4.759
C 2.649 3.877 7.111
N 3.885 6.028 6.731
O 2.712 6.766 6.804
H 6.203 8.377 7.465
H 4.644 9.005 7.142
H 4.738 7.921 8.442
H 4.092 7.567 4.609
H 5.547 8.435 5.016
H 5.681 6.877 4.316
H 7.243 6.643 6.518
H 6.386 6.023 7.939
H 6.295 5.006 5.016
H 7.220 4.241 6.267
H 5.090 3.362 7.333
H 5.022 3.102 5.685
H 3.932 5.379 4.148
H 2.322 5.237 4.708
H 3.128 3.740 4.363
H 2.844 3.958 8.180
H 2.334 2.886 6.784
H 1.670 4.343 6.997
H 2.535 6.751 7.748
O -5.658 4.647 -0.655
C -6.156 4.919 -1.721
C -6.147 4.101 -3.024
C -6.909 5.023 -3.973
C -7.591 6.061 -3.056
O -6.891 6.057 -1.859
H -5.137 3.937 -3.401
H -6.649 3.139 -2.919
H -6.345 5.619 -4.691
H -7.632 4.449 -4.552
H -7.467 7.074 -3.439
H -8.663 5.875 -2.979
O -0.149 -1.953 0.569
C -0.655 -1.103 1.338
C -1.212 0.298 1.069
C -1.606 0.869 2.464
C -1.509 -0.333 3.444
O -0.838 -1.338 2.682
H -0.496 0.937 0.553
H -2.153 0.205 0.527
H -0.967 1.740 2.611
H -2.597 1.322 2.488
H -1.144 -0.041 4.429
H -2.506 -0.774 3.427
O -0.785 -9.842 4.608
C -0.796 -9.069 3.681
C -1.906 -8.865 2.594
C -1.604 -7.457 2.139
C -0.100 -7.472 2.224
O 0.171 -8.229 3.385
H -1.815 -9.588 1.784
H -2.854 -8.937 3.127
H -2.015 -7.124 1.186
H -1.848 -6.689 2.874
H 0.390 -7.903 1.350
H 0.330 -6.480 2.366
O -3.839 -4.507 8.400
C -2.682 -4.740 8.627
C -2.087 -5.639 9.775
C -0.735 -5.996 9.078
C -0.424 -4.897 8.102
O -1.722 -4.355 7.726
H -2.104 -5.034 10.681
H -2.665 -6.540 9.980
H -0.097 -5.988 9.962
H -0.791 -7.001 8.661
H 0.092 -4.063 8.578
H 0.044 -5.262 7.188